A structure of composition C25H47Cl2MnNO3Si2 in a non-equilibrium geometry. Source: OMol25; level of theory: ωB97M-V/def2-TZVPD.

2S+1 = 6
HOMO (spin up / spin down) = -6.93 / -7.28 eV
E_tot = -106440.441 eV
Kohn-Sham gap (spin up / spin down) = 6.6 / 6.8 eV

Last column: Löwdin spin population.
Atoms and positions in Å:
O1 -0.864 -0.180 -2.374  0.03
O2 0.282 -3.957 -1.499  0.00
C1 -2.153 -0.835 -2.379  0.00
C2 -3.175 0.032 -3.086  0.00
H1 -2.424 -1.002 -1.316  0.00
H2 -2.062 -1.827 -2.856  0.00
H3 -3.273 1.013 -2.614  0.00
H4 -4.132 -0.485 -3.057  0.00
H5 -2.913 0.177 -4.144  0.00
C3 0.163 -0.750 -3.200  0.00
C4 -0.149 -2.036 -3.947  0.00
H6 1.070 -0.896 -2.597  0.00
H7 0.418 0.029 -3.933  0.00
H8 -0.342 -2.856 -3.243  0.00
H9 0.716 -2.360 -4.518  0.00
H10 -0.988 -1.942 -4.661  0.00
C5 1.599 -3.821 -0.993  0.00
C6 -0.471 -4.958 -0.826  0.00
C7 2.677 -3.959 -2.078  0.00
H11 1.801 -4.684 -0.330  0.00
H12 1.685 -2.887 -0.374  0.00
H13 2.593 -4.989 -2.493  0.00
H14 3.622 -3.817 -1.532  0.00
H15 2.591 -3.227 -2.890  0.00
C8 -0.399 -6.264 -1.602  0.00
H16 -1.506 -4.591 -0.663  0.00
H17 -0.031 -5.172 0.159  0.00
H18 -0.364 -6.109 -2.697  0.00
H19 -1.284 -6.838 -1.327  0.00
H20 0.527 -6.781 -1.276  0.00
H21 0.650 -2.072 2.002  0.00
Mn1 -0.355 1.699 -0.117  4.64
C9 -0.224 -1.527 1.830  0.00
Si1 -1.344 -1.717 3.337  0.00
H22 -0.623 -1.698 0.836  0.00
H23 0.108 -0.476 1.826  0.00
C10 -2.790 -2.697 2.680  0.00
C11 -1.742 0.001 4.043  0.00
C12 -0.082 -2.794 4.260  0.00
C13 -0.230 2.759 -1.808  0.05
Si2 1.687 2.738 -1.924  0.04
H24 -0.680 3.748 -1.532  0.01
H25 -0.862 2.246 -2.564  0.02
C14 1.991 2.558 -3.755  0.01
C15 2.643 1.338 -1.078  0.03
C16 2.241 4.363 -1.193  0.00
H26 0.519 -3.398 3.566  0.00
H27 -0.497 -3.523 4.953  0.00
H28 0.675 -2.213 4.793  0.00
H29 -3.461 -2.063 2.084  0.00
H30 -3.407 -3.185 3.448  0.00
H31 -2.452 -3.467 1.962  0.00
H32 -2.366 0.546 3.317  0.00
H33 -0.849 0.624 4.195  0.00
H34 -2.301 -0.005 4.996  0.00
H35 3.294 0.922 -1.861  0.00
H36 2.055 0.503 -0.660  0.01
H37 3.286 1.738 -0.287  0.00
H38 3.285 4.566 -1.469  0.00
H39 2.167 4.410 -0.101  0.00
H40 1.621 5.171 -1.594  0.00
H41 2.878 3.126 -4.047  0.00
H42 1.123 2.942 -4.300  0.00
H43 2.135 1.503 -4.029  0.00
Cl1 -4.187 3.716 2.318  0.00
C17 -2.541 4.061 2.569  0.01
C18 -2.133 5.207 3.246  0.00
C19 -0.780 5.442 3.476  0.01
Cl2 -0.311 6.919 4.206  0.00
C20 0.225 4.505 3.079  0.00
C21 1.611 4.697 3.277  0.01
C22 2.489 3.707 2.845  0.00
C23 2.001 2.591 2.132  0.02
N1 0.710 2.504 1.730  0.02
C24 -0.184 3.371 2.302  0.01
C25 -1.583 3.184 1.961  0.00
O3 -1.943 2.287 1.112  0.06
H44 -2.865 5.926 3.594  0.00
H45 1.953 5.634 3.738  0.00
H46 3.559 3.794 3.046  0.00
H47 2.672 1.758 1.904  0.00